[1]
C6H12O | ωB97M-V/def2-TZVPD

```
19
Properties=species:S:1:pos:R:3
C 2.1927 1.6680 -0.2721
C 0.9071 0.8951 -0.5475
C 1.1121 -0.1377 -1.6708
C 0.5017 0.0285 0.6231
O -0.7919 0.1717 0.7574
C -1.4625 -0.7796 1.6068
C -2.5569 -1.4055 0.7657
H 2.5291 2.1830 -1.1795
H 2.0440 2.4216 0.5086
H 2.9873 0.9898 0.0571
H 0.0994 1.5839 -0.8386
H 1.8814 -0.8635 -1.3842
H 1.4268 0.3596 -2.5941
H 0.1877 -0.6901 -1.8763
H -0.7160 -1.5034 1.9439
H -1.8645 -0.2361 2.4671
H -2.1238 -1.7722 -0.1705
H -3.3266 -0.6682 0.5193
H -3.0271 -2.2450 1.2846
```

Computed properties:
- M (g mol⁻¹) = 100.16
- spin multiplicity = 1
- HOMO level (eV) = -8.3
- gap between HOMO and LUMO (eV) = 9.42
- ΔE to the lowest compared entry with this formula, charge and spin (kcal/mol) = 64.28

***

[2]
C3H10N2O | ωB97M-V/def2-TZVPD

```
16
Properties=species:S:1:pos:R:3
C -0.1142 -0.8734 -1.2401
C 0.1441 -0.4127 0.1590
N 0.3757 -1.4298 1.0686
O 1.5824 0.4970 -0.2664
C -0.8231 0.6483 0.7009
N -0.8704 1.8590 -0.0894
H -1.1254 -0.6494 -1.5732
H 0.1288 -1.9251 -1.3801
H 0.6572 -0.2560 -1.7767
H 1.0333 -2.1342 0.7614
H 0.5501 -1.1251 2.0175
H 2.0867 0.9106 0.4436
H -1.8204 0.1955 0.7643
H -0.5077 0.9082 1.7186
H -1.3899 1.7070 -0.9447
H 0.0930 2.0801 -0.3633
```

Computed properties:
- M (g mol⁻¹) = 90.13
- spin multiplicity = 1
- HOMO level (eV) = -9.3
- SMILES string = C[C@@](N)(O)CN
- gap between HOMO and LUMO (eV) = 10.16
- ΔE to the lowest compared entry with this formula, charge and spin (kcal/mol) = 32.48

***

[3]
C26H49Cl34FNO2S | ωB97M-V/def2-TZVPD

```
114
Properties=species:S:1:pos:R:3
C -2.1886 3.9436 -1.0295
C -1.5149 2.9346 -1.8006
C -1.2601 1.5133 -1.1145
C 0.3257 1.3041 -1.0068
O 1.0755 2.3162 -1.3043
O 0.9599 0.1558 -0.6092
N -2.0009 0.3718 -1.7235
C -3.4534 0.7893 -1.7108
C -4.4587 -0.4728 -1.8268
F -5.3745 -0.2079 -2.9461
C -1.5587 0.0758 -3.1192
S -1.3679 -1.7817 -3.2869
C -0.1160 -2.3972 -2.0718
C -0.6503 -2.4887 -0.5538
H -1.9334 4.1314 0.0772
H -3.0500 4.5724 -1.4453
H -1.1516 3.2006 -2.8559
H -1.6467 1.6040 -0.0295
H -3.7240 1.4783 -2.5928
H -3.7087 1.4041 -0.7627
H -5.0687 -0.4888 -0.8637
H -3.9328 -1.4518 -2.0733
H -2.4087 0.3458 -3.8576
H -0.6383 0.6615 -3.4693
H 0.1204 -3.4866 -2.3820
H 0.8966 -1.8503 -2.1519
H -0.7661 -3.6043 -0.2719
H 0.1487 -2.0839 0.1754
H -1.6595 -1.9928 -0.3890
C 1.7859 5.4414 0.0416
Cl 1.6286 5.9061 -1.6578
Cl 0.2216 5.4873 0.8647
H 2.1894 4.4267 0.0971
H 2.4637 6.1334 0.5358
C 0.4038 2.7422 3.5940
Cl 0.2177 1.9976 5.1878
Cl -0.8232 2.1566 2.4665
H 0.3049 3.8221 3.6942
H 1.3892 2.4963 3.2010
C -4.5353 2.2228 2.3385
Cl -4.6621 2.6320 0.6226
Cl -6.1232 2.2382 3.1197
H -4.1033 1.2260 2.4440
H -3.8935 2.9557 2.8256
C 0.5985 -7.0359 0.9355
Cl -1.0647 -6.9427 0.3396
Cl 1.3642 -5.4442 0.9558
H 0.5890 -7.4362 1.9471
H 1.1701 -7.6944 0.2831
C 1.2834 -0.1765 -6.3395
Cl 0.2299 0.7266 -5.2420
Cl 1.2855 -1.9012 -5.9550
H 0.9284 -0.0428 -7.3603
H 2.2986 0.2065 -6.2490
C -3.9880 -2.1226 2.1858
Cl -2.9334 -3.5140 1.9199
Cl -3.0489 -0.6407 2.4155
H -4.6378 -1.9996 1.3204
H -4.5890 -2.3011 3.0761
C 5.3912 3.5265 0.4109
Cl 5.5112 5.1128 1.1883
Cl 3.7411 3.1990 -0.1273
H 6.0561 3.5051 -0.4515
H 5.6887 2.7602 1.1252
C -7.6736 2.1959 -4.1231
Cl -7.6367 3.8074 -3.3959
Cl -9.2979 1.7874 -4.6920
H -6.9873 2.1736 -4.9678
H -7.3650 1.4641 -3.3782
C 1.1214 8.5629 3.1411
Cl 2.4624 7.5909 2.5247
Cl -0.2391 7.5435 3.6217
H 1.4633 9.1275 4.0070
H 0.7923 9.2472 2.3607
C -4.6195 -6.6688 0.5172
Cl -5.6547 -5.6808 1.5543
Cl -4.6507 -8.3649 1.0155
H -4.9737 -6.5947 -0.5100
H -3.5974 -6.2996 0.5825
C -0.7166 -7.5373 4.9254
Cl -1.0661 -6.3651 3.6523
Cl 0.7845 -8.4138 4.5953
H -0.6172 -7.0106 5.8735
H -1.5368 -8.2510 4.9841
C -7.4076 -9.1862 -1.4745
Cl -8.8394 -8.7339 -2.4075
Cl -5.9228 -8.7916 -2.3482
H -7.4156 -8.6454 -0.5293
H -7.4323 -10.2583 -1.2863
C 9.0244 6.2168 -1.0608
Cl 8.0263 7.1628 0.0497
Cl 8.9757 4.4958 -0.6575
H 8.6528 6.3532 -2.0734
H 10.0501 6.5646 -0.9955
C 12.5885 7.1542 -3.3232
Cl 11.5455 8.3311 -4.1297
Cl 11.6400 5.8524 -2.5947
H 13.2718 6.7267 -4.0552
H 13.1538 7.6595 -2.5418
C 4.8584 7.5015 -2.3798
Cl 4.4901 8.7570 -3.5690
Cl 6.3317 6.6244 -2.8110
H 4.9976 7.9670 -1.4050
H 4.0279 6.7986 -2.3381
C 0.2808 -2.7382 3.6840
Cl -0.4702 -3.5578 5.0614
Cl 1.5543 -1.6336 4.2145
H 0.7141 -3.4861 3.0214
H -0.4811 -2.1706 3.1515
C 2.3860 -11.7594 6.3517
Cl 0.7274 -11.9654 6.9258
Cl 3.0541 -13.2863 5.7623
H 2.3911 -11.0342 5.5395
H 3.0021 -11.3977 7.1732
```

Computed properties:
- M (g mol⁻¹) = 1664.15
- spin multiplicity = 1
- HOMO level (eV) = -4.6
- charge = -1
- gap between HOMO and LUMO (eV) = 6.10
- ΔE to the lowest compared entry with this formula, charge and spin (kcal/mol) = 0.00

***

[4]
C50H46MoN5OP2S3 | ωB97M-V/def2-TZVPD

```
108
Properties=species:S:1:pos:R:3
Mo 0.0014 -0.3854 -0.8167
C 1.2490 1.8633 5.4670
C 1.6906 2.3975 4.0892
C 2.5554 3.6558 4.2740
C 2.4865 1.3206 3.3843
C 3.7575 1.0029 3.8492
C 4.5644 0.0741 3.2192
C 4.0848 -0.5888 2.1089
C 2.7817 -0.3594 1.6658
P 2.2900 -1.1009 0.0820
C 3.5800 -0.2811 -0.9191
C 3.4505 1.0918 -1.1398
C 4.4507 1.7856 -1.8059
C 5.5822 1.1071 -2.2530
C 5.7097 -0.2569 -2.0321
C 4.7089 -0.9572 -1.3597
C 2.6415 -2.8852 0.1369
C 2.2446 -3.7218 -0.9123
C 2.5419 -5.0797 -0.8881
C 3.2398 -5.6229 0.1835
C 3.6067 -4.8078 1.2446
C 3.2997 -3.4552 1.2312
C 2.0186 0.6181 2.2833
O 0.7740 0.8891 1.6915
C 0.0264 1.9631 2.2003
C -1.1776 2.2135 1.5690
C -1.9748 3.2749 1.9855
C -1.5589 4.0758 3.0287
C -0.3646 3.7848 3.6644
C 0.4506 2.7238 3.2781
P -1.8774 1.1167 0.3205
C -3.1916 0.2409 1.2263
C -4.2409 -0.3932 0.5537
C -5.2272 -1.0719 1.2583
C -5.1748 -1.1239 2.6468
C -4.1402 -0.4892 3.3237
C -3.1500 0.1852 2.6194
C -2.6748 2.3448 -0.7801
C -1.8345 3.2965 -1.3709
C -2.3615 4.3433 -2.1076
C -3.7406 4.4638 -2.2584
C -4.5810 3.5376 -1.6638
C -4.0544 2.4807 -0.9230
H 2.1204 1.5729 6.0638
H 0.5992 0.9898 5.3599
H 0.7028 2.6335 6.0201
H 3.4098 3.4530 4.9236
H 1.9879 4.4568 4.7493
H 2.9305 4.0212 3.3141
H 4.1410 1.5228 4.7220
H 5.5711 -0.1117 3.5751
H 4.7371 -1.2620 1.5679
H 2.5826 1.6290 -0.7790
H 4.3628 2.8559 -1.9612
H 6.3678 1.6481 -2.7701
H 6.5909 -0.7831 -2.3817
H 4.8096 -2.0261 -1.1943
H 1.7098 -3.3267 -1.7557
H 2.2298 -5.7120 -1.7109
H 3.4882 -6.6801 0.1957
H 4.1290 -5.2248 2.0968
H 3.5553 -2.8657 2.0974
H -2.9286 3.4615 1.5049
H -2.1698 4.9094 3.3584
H -0.0582 4.4000 4.5046
H -4.3299 -0.3129 -0.5184
H -6.0461 -1.5436 0.7268
H -5.9492 -1.6449 3.2010
H -4.1057 -0.5126 4.4088
H -2.3489 0.6725 3.1662
H -0.7644 3.2503 -1.2152
H -1.6983 5.0807 -2.5483
H -4.1578 5.2995 -2.8131
H -5.6556 3.6428 -1.7522
H -4.7359 1.8041 -0.4314
S 1.6569 -1.0534 -2.8183
C 0.2421 -1.9536 -3.1061
N -0.7491 -1.7483 -2.2685
C -1.9366 -2.4303 -2.6599
C -3.2075 -2.2984 -2.1300
C -4.2404 -3.0441 -2.6670
C -4.0104 -3.9147 -3.7365
C -2.7513 -4.0203 -4.3003
C -1.7248 -3.2553 -3.7566
S -0.0772 -3.1054 -4.3194
H -3.3702 -1.6073 -1.3228
H -5.2437 -2.9509 -2.2597
H -4.8289 -4.4993 -4.1436
H -2.5747 -4.6709 -5.1522
C 0.2763 -2.8805 2.2159
S -0.8242 -1.9146 1.1749
C -1.9075 -3.2293 0.6055
H -0.3570 -3.2506 3.0221
H 1.0382 -2.2212 2.6289
H 0.7246 -3.6985 1.6688
H -1.4427 -3.8146 -0.1859
H -2.8370 -2.7871 0.2694
H -2.1013 -3.8500 1.4802
N -1.1443 2.7217 -6.5011
C -0.4596 2.0951 -5.5622
N 0.7627 1.6383 -5.8098
N -1.0515 1.9462 -4.3682
C -0.6879 1.4213 -3.2975
N -0.3626 0.9346 -2.2792
H -0.7789 2.8765 -7.4264
H -2.0577 3.0764 -6.2778
H 1.2088 1.7678 -6.7027
H 1.2777 1.1520 -5.0935
```

Computed properties:
- M (g mol⁻¹) = 987.04
- spin multiplicity = 3
- ⟨S²⟩ = 2.046
- HOMO level (alpha / beta) (eV) = -15.5 / -15.5
- charge = +3
- gap between HOMO and LUMO (alpha / beta) (eV) = 6.44 / 6.44
- ΔE to the lowest compared entry with this formula, charge and spin (kcal/mol) = 0.00

***

[5]
C28H34IO17P | ωB97M-V/def2-TZVPD

```
81
Properties=species:S:1:pos:R:3
C -4.0249 -1.1110 -1.3231
O -3.7379 -1.4578 -2.6662
C -2.7401 -0.6735 -3.2996
C -1.3446 -0.8680 -2.7210
C -0.8009 -2.2851 -2.9305
C 0.2265 -2.6555 -1.8566
C -0.4545 -3.1637 -0.5856
C 0.4944 -3.3535 0.6028
C 1.1599 -2.0525 1.0806
C 0.1682 -1.0171 1.6357
C 0.5436 0.4526 1.4326
O 1.1442 0.6682 0.1184
P 2.7150 0.8511 -0.0452
O 3.5703 0.6312 1.1129
O 2.8617 2.3318 -0.6141
O 2.9327 -0.0921 -1.3174
I 4.6970 -0.9308 -1.6258
H -5.0892 -0.8699 -1.2385
H -3.4488 -0.2470 -0.9870
H -3.8035 -1.9535 -0.6600
H -3.0275 0.3903 -3.2916
H -2.7476 -1.0026 -4.3428
H -1.3412 -0.6263 -1.6518
H -0.6799 -0.1371 -3.1991
H -1.6407 -2.9876 -2.8950
H -0.3553 -2.3578 -3.9266
H 0.9218 -3.4172 -2.2243
H 0.8127 -1.7589 -1.6304
H -1.2586 -2.4707 -0.3165
H -0.9482 -4.1136 -0.8193
H -0.0408 -3.8297 1.4287
H 1.2943 -4.0342 0.2876
H 1.9008 -2.2812 1.8508
H 1.7164 -1.6385 0.2413
H -0.8257 -1.1691 1.2109
H 0.0680 -1.1764 2.7139
H -0.3513 1.0730 1.4181
H 1.2214 0.8290 2.1983
H 2.2446 2.5755 -1.3254
C -3.1455 3.4924 -0.9432
C -3.2948 4.5457 -1.7605
C -2.1965 5.0010 -2.7050
O -2.4485 5.9755 -3.3917
C -0.9494 4.2750 -2.7227
C -0.7992 3.2347 -1.8948
C -1.8938 2.7717 -0.9618
O -1.6427 1.8006 -0.2675
O 0.3222 2.5312 -1.8190
O -4.3860 5.2870 -1.8297
H -3.9206 3.1606 -0.2668
H -0.1611 4.6160 -3.3777
H 0.1842 1.8292 -1.1404
H -4.2050 5.9705 -2.5075
C -1.2240 -6.5236 4.6504
C -0.8841 -7.6038 5.3704
C -0.2029 -8.8166 4.7563
O 0.0610 -9.7232 5.5263
C 0.0809 -8.8191 3.3418
C -0.2602 -7.7398 2.6215
C -0.9308 -6.5235 3.2390
O -1.1763 -5.6091 2.4708
O -0.0516 -7.6150 1.3231
O -1.0975 -7.7309 6.6675
H -1.7074 -5.6587 5.0816
H 0.5596 -9.6862 2.9097
H -0.3914 -6.7283 1.0802
H -0.7423 -8.6113 6.9113
C 3.1772 5.6283 0.1536
C 4.1468 6.3661 0.7197
C 4.2059 7.8806 0.5953
O 5.1312 8.4273 1.1685
C 3.1908 8.5597 -0.1741
C 2.2246 7.8236 -0.7420
C 2.1600 6.3109 -0.6026
O 1.2178 5.7696 -1.1625
O 1.2409 8.3249 -1.4694
O 5.1355 5.8665 1.4359
H 3.1347 4.5508 0.2449
H 3.2417 9.6350 -0.2675
H 0.6931 7.5616 -1.7457
H 5.6768 6.6320 1.7201
```

Computed properties:
- M (g mol⁻¹) = 800.44
- spin multiplicity = 1
- HOMO level (eV) = -9.6
- gap between HOMO and LUMO (eV) = 7.96

***

[6]
C40H39N2O4PdSi | ωB97M-V/def2-TZVPD

```
87
Properties=species:S:1:pos:R:3
Pd -0.7808 0.4781 0.7607
C 0.7783 1.7412 0.9790
Si 2.1392 0.6157 1.5388
C 2.3740 -0.9420 0.4671
N 1.1896 -1.7614 0.2668
C 0.8026 -2.5745 1.4299
C 0.9482 -4.0785 1.1752
C 2.2475 -4.3615 0.4264
C 2.2446 -3.6630 -0.9474
C 1.2079 -2.5315 -0.9622
C 1.8732 0.0516 3.3162
C 0.6430 0.2095 3.9503
C 0.3976 -0.3436 5.2010
C 1.3960 -1.0490 5.8528
C 2.6386 -1.2040 5.2484
C 2.8670 -0.6645 3.9928
C 3.8419 1.4551 1.4582
C 4.4776 1.6451 0.2287
C 5.6961 2.3008 0.1312
C 6.3119 2.7922 1.2731
C 5.6962 2.6265 2.5047
C 4.4775 1.9672 2.5906
H 1.0648 2.3078 0.0942
H 0.4887 2.4537 1.7602
H 3.2280 -1.5089 0.8868
H 2.7206 -0.5979 -0.5120
H -0.2217 -2.3338 1.7410
H 1.4485 -2.3068 2.2691
H 0.0999 -4.4557 0.5968
H 0.9248 -4.6024 2.1334
H 2.4018 -5.4366 0.3116
H 3.0816 -3.9905 1.0296
H 2.0185 -4.3732 -1.7479
H 3.2367 -3.2578 -1.1619
H 0.2058 -2.9422 -1.1155
H 1.3808 -1.8531 -1.8018
H -0.1664 0.7345 3.4593
H -0.5840 -0.2388 5.6443
H 1.2074 -1.4855 6.8259
H 3.4230 -1.7562 5.7523
H 3.8356 -0.8109 3.5246
H 4.0096 1.2872 -0.6816
H 6.1630 2.4324 -0.8373
H 7.2630 3.3053 1.2024
H 6.1648 3.0127 3.4016
H 4.0118 1.8474 3.5618
O -3.8499 -0.8002 3.6607
C -3.3304 -0.4088 2.6186
O -2.0893 -0.3127 2.3695
C -4.2676 0.0961 1.5226
C -5.4485 -0.5963 1.2687
C -6.3048 -0.1888 0.2616
C -5.9773 0.9483 -0.4624
C -4.8241 1.6748 -0.2168
C -3.9653 1.2307 0.7748
N -6.8789 1.3907 -1.5293
O -7.8706 0.7239 -1.7528
O -6.6145 2.4207 -2.1134
H -5.6814 -1.4583 1.8791
H -7.2148 -0.7231 0.0358
H -4.6034 2.5503 -0.8083
H -3.0357 1.7584 0.9627
C -3.4659 -0.7015 -5.4902
C -4.2086 -0.9105 -4.3374
C -3.6355 -0.6956 -3.0952
C -2.3160 -0.2531 -2.9686
C -1.5743 -0.0647 -4.1383
C -2.1463 -0.2854 -5.3812
C -1.7871 -0.0354 -1.6090
C -0.7936 0.7498 -1.1690
C -0.0251 1.6528 -2.0381
C 1.3099 1.4029 -2.3565
C 2.0103 2.2486 -3.2025
C 1.3924 3.3711 -3.7360
C 0.0689 3.6398 -3.4124
C -0.6321 2.7916 -2.5707
H -3.9085 -0.8675 -6.4639
H -5.2380 -1.2387 -4.4037
H -4.2166 -0.8644 -2.1956
H -0.5424 0.2488 -4.0760
H -1.5521 -0.1333 -6.2737
H -2.3408 -0.6026 -0.8499
H 1.7880 0.5261 -1.9396
H 3.0443 2.0320 -3.4436
H 1.9393 4.0345 -4.3931
H -0.4221 4.5139 -3.8212
H -1.6665 2.9948 -2.3250
```

Computed properties:
- M (g mol⁻¹) = 746.27
- spin multiplicity = 1
- HOMO level (eV) = -5.0
- charge = -1
- gap between HOMO and LUMO (eV) = 6.88
- ΔE to the lowest compared entry with this formula, charge and spin (kcal/mol) = 0.00